Record 1
Below is a structure of composition C23H39BCl5GeLiN4S2Si3, with properties calculated with ωB97M-V/def2-TZVPD.

Structure (XYZ):
```
79
Properties=species:S:1:pos:R:3:lowdin_spin:R:1
Li 1.077 0.693 -1.546 0.012
Cl 4.242 -0.262 -1.077 0.001
C 3.752 1.139 -0.132 0.004
C 2.419 1.513 -0.156 0.029
C 2.120 2.596 0.646 0.007
Cl 0.447 3.169 0.686 0.009
C 3.042 3.278 1.436 0.000
Cl 2.580 4.618 2.432 0.000
C 4.368 2.856 1.424 0.003
Cl 5.548 3.664 2.395 0.001
C 4.732 1.773 0.627 0.000
Cl 6.377 1.231 0.628 0.000
C -0.109 -2.370 -4.889 0.000
N -0.478 -0.973 -4.899 0.000
C -1.653 -0.446 -5.394 0.000
C -1.588 0.886 -5.186 0.000
N -0.394 1.174 -4.566 0.000
B -0.008 2.598 -4.094 0.000
N -1.040 3.065 -2.982 0.005
C -1.426 4.382 -2.882 0.001
C -2.245 4.513 -1.815 0.002
N -2.359 3.257 -1.260 0.004
C -3.128 2.913 -0.085 0.000
C -1.601 2.383 -1.970 0.006
S -1.449 0.727 -1.551 0.048
C 0.288 0.024 -4.393 0.000
S 1.824 -0.225 -3.685 0.001
H -0.826 -2.916 -5.500 0.000
H -0.119 -2.759 -3.871 0.000
H 0.896 -2.491 -5.290 0.000
H -2.419 -1.064 -5.825 0.000
H -2.301 1.659 -5.405 0.000
H 1.105 2.613 -3.646 0.000
H -0.160 3.374 -5.015 0.000
H -1.081 5.112 -3.591 0.000
H -2.749 5.367 -1.404 0.000
H -3.748 3.767 0.179 0.000
H -2.468 2.664 0.745 0.000
H -3.758 2.050 -0.293 0.000
C 3.399 -1.043 2.390 -0.001
Si 1.655 -0.830 3.037 0.080
C 1.399 -2.209 4.298 0.033
C 1.530 0.819 3.926 0.000
Ge -0.020 -0.896 1.329 0.511
Si 0.023 -2.954 0.131 0.084
C -1.339 -3.037 -1.163 -0.001
C 1.674 -3.190 -0.725 0.000
C -0.239 -4.407 1.304 0.035
Si -2.124 -0.656 2.431 0.076
C -2.253 1.084 3.160 0.001
C -2.363 -1.856 3.868 0.027
C -3.564 -0.971 1.266 -0.001
H 4.090 -1.145 3.231 0.000
H 3.706 -0.181 1.799 0.000
H 3.499 -1.926 1.758 0.000
H 2.172 -2.121 5.067 0.005
H 1.496 -3.193 3.837 0.000
H 0.426 -2.165 4.786 0.000
H 2.338 0.928 4.653 0.000
H 0.580 0.920 4.454 0.000
H 1.601 1.644 3.215 0.000
H -1.381 -2.140 -1.778 0.000
H -2.317 -3.161 -0.695 0.000
H -1.167 -3.896 -1.820 0.000
H 1.920 -2.346 -1.373 0.000
H 1.650 -4.093 -1.342 0.000
H 2.484 -3.297 -0.001 0.000
H -1.208 -4.351 1.803 0.000
H 0.531 -4.455 2.073 0.001
H -0.206 -5.337 0.729 0.006
H -1.954 1.080 4.210 0.000
H -3.279 1.456 3.107 0.000
H -1.602 1.791 2.644 0.001
H -1.702 -1.626 4.704 0.000
H -2.190 -2.892 3.578 0.001
H -3.395 -1.770 4.223 0.004
H -3.418 -0.473 0.307 0.000
H -4.497 -0.620 1.716 0.000
H -3.669 -2.039 1.069 0.000
```

For the electronic energy, the calculation gives -195765.5056 eV. The total charge is -1. Its multiplicity is 2. As for the LUMO energy (spin up / spin down): 2.6 / 1.7 eV. Its max |F| is 0.008 Eh/bohr.

Record 2
Below is a cluster of 5 separate species, C23H39BrN2O8P in total at a distorted geometry, with properties calculated with ωB97M-V/def2-TZVPD.

Structure (XYZ):
```
74
Properties=species:S:1:pos:R:3:mulliken_charge:R:1
C 1.291 1.013 -1.097 -0.666
O 1.984 -0.245 -1.033 -0.373
C 2.813 -0.392 0.071 -0.783
N 2.504 -1.685 0.722 0.491
C 2.627 -2.760 -0.081 -0.203
C 2.393 -4.039 0.371 -1.010
C 2.008 -4.204 1.690 0.180
C 1.890 -3.098 2.528 -0.057
P 1.420 -3.419 4.308 0.540
O 0.327 -4.595 4.018 -0.486
Br 3.180 -4.633 4.947 -0.247
C 2.133 -1.819 2.024 -0.928
N 2.058 -0.612 2.764 0.782
C 3.039 -0.500 3.843 0.786
C 2.673 -0.385 5.294 -1.125
O 4.177 -0.482 3.500 -0.508
C 0.673 -0.195 3.063 0.554
C 0.180 1.012 2.322 -1.572
O -0.030 -0.788 3.814 -0.330
H 0.949 1.167 -2.108 0.352
H 0.456 0.996 -0.404 0.136
H 1.950 1.843 -0.853 0.395
H 2.771 0.433 0.767 0.556
H 3.838 -0.469 -0.290 0.325
H 2.935 -2.581 -1.098 0.552
H 2.513 -4.885 -0.277 0.452
H 1.821 -5.193 2.079 0.617
H -0.285 -4.356 3.309 0.363
H 2.982 -1.299 5.788 0.279
H 1.644 -0.128 5.499 0.279
H 3.304 0.405 5.692 0.411
H 0.991 1.537 1.836 0.444
H -0.569 0.687 1.606 0.294
H -0.315 1.652 3.044 0.474
C -0.762 -4.323 -2.155 -0.827
C -0.653 -5.508 -1.228 0.781
O 0.130 -5.518 -0.299 -0.496
C -1.558 -6.677 -1.505 -1.188
H -0.061 -3.549 -1.849 0.047
H -0.533 -4.627 -3.177 0.338
H -1.773 -3.917 -2.123 0.345
H -1.360 -7.073 -2.502 0.344
H -2.601 -6.363 -1.448 0.355
H -1.381 -7.458 -0.771 0.311
C 0.532 5.019 -4.022 -0.953
C 0.247 4.688 -2.584 0.783
O 0.091 3.544 -2.204 -0.540
C 0.159 5.848 -1.624 -1.122
H 0.570 4.102 -4.605 0.264
H -0.247 5.658 -4.423 0.269
H 1.491 5.533 -4.103 0.367
H -0.640 6.525 -1.929 0.340
H 1.102 6.395 -1.612 0.337
H -0.052 5.479 -0.622 0.279
C -1.412 7.466 -8.438 -1.134
C -1.253 6.328 -7.462 0.796
O -0.520 6.415 -6.502 -0.511
C -2.049 5.076 -7.736 -1.032
H -0.789 8.301 -8.128 0.293
H -1.109 7.146 -9.437 0.337
H -2.453 7.789 -8.469 0.331
H -1.771 4.662 -8.706 0.327
H -3.116 5.305 -7.738 0.324
H -1.845 4.338 -6.963 0.248
C -4.574 -2.754 6.293 -1.072
C -4.252 -1.789 5.179 0.767
O -4.980 -1.652 4.225 -0.548
C -2.970 -0.999 5.306 -0.814
H -5.515 -3.254 6.078 0.306
H -3.785 -3.503 6.382 0.293
H -4.664 -2.218 7.239 0.319
H -2.116 -1.677 5.349 0.158
H -2.991 -0.391 6.212 0.398
H -2.861 -0.347 4.443 0.206
```

For the electronic energy, the calculation gives -123168.9648 eV. The total charge is +1. As for the LUMO energy: -3.9 eV. Its max |F| is 0.025 Eh/bohr.

Record 3
Below is a structure of composition C23H39Cl2N5O3PV at a distorted geometry, with properties calculated with ωB97M-V/def2-TZVPD.

Structure (XYZ):
```
74
Properties=species:S:1:pos:R:3:lowdin_spin:R:1
O 0.887 -3.745 1.065 0.233
C 2.007 -3.295 0.903 0.235
C 2.907 -2.710 1.925 0.104
C 2.452 -1.713 2.788 0.102
H 1.548 -1.150 2.539 0.006
C 3.177 -1.438 3.947 0.014
H 2.770 -0.757 4.684 -0.001
C 4.421 -2.035 4.165 0.121
H 4.964 -1.891 5.095 0.011
C 4.989 -2.778 3.121 0.021
H 6.003 -3.131 3.215 -0.001
C 4.265 -3.041 1.964 0.080
H 4.710 -3.502 1.085 0.007
H 2.435 -3.208 -0.143 0.024
C 2.757 -0.910 -2.255 -0.031
C 2.374 0.069 -1.239 -0.205
H 3.828 -1.160 -2.280 -0.003
H 2.489 -0.520 -3.243 -0.008
H 2.214 -1.839 -2.146 -0.006
C 3.075 0.715 -0.250 0.095
C 4.310 1.531 -0.571 0.004
H 2.950 0.470 0.803 0.007
H 5.180 1.012 -0.170 0.002
H 4.294 2.555 -0.167 0.007
H 4.414 1.610 -1.658 0.000
V 0.779 0.911 -0.796 2.049
Cl 0.539 1.293 1.465 0.038
Cl 1.493 2.514 -2.216 0.047
C -1.275 3.053 -0.688 0.007
O -1.204 1.840 -1.013 0.005
N -2.368 3.788 -0.964 0.006
C -3.368 3.251 -1.880 0.000
C -2.397 5.217 -0.698 0.000
H -0.456 3.548 -0.140 0.001
H -3.366 2.159 -1.820 0.000
H -3.152 3.555 -2.915 0.000
H -4.350 3.637 -1.603 0.000
H -1.705 5.445 0.122 0.000
H -3.411 5.519 -0.414 0.000
H -2.100 5.797 -1.586 0.000
H -2.091 -1.960 -4.751 0.000
H -2.182 -4.249 -3.326 0.000
C -1.022 -1.998 -4.495 0.000
C -1.120 -4.053 -3.112 0.001
N -0.836 -2.629 -3.194 0.000
H -0.603 -0.992 -4.513 0.000
C -0.469 -1.945 -2.093 0.002
O -0.279 -0.708 -2.087 0.015
H -0.881 -4.407 -2.104 0.000
H -0.344 -2.564 -1.181 0.001
H -0.530 -2.619 -5.256 0.000
H -0.517 -4.605 -3.847 0.000
C -3.494 -3.011 2.724 0.000
N -2.589 -2.073 3.430 0.000
C -3.349 -0.865 3.830 0.000
N -3.982 -0.201 2.667 0.000
C -4.871 -1.162 1.985 0.000
N -4.149 -2.372 1.565 0.000
C -3.185 -2.083 0.493 0.001
P -1.825 -0.884 1.011 0.002
C -1.411 -1.745 2.645 0.002
C -3.007 0.394 1.767 0.000
H -4.281 -3.326 3.428 0.000
H -2.904 -3.875 2.382 0.000
H -2.666 -0.159 4.321 0.000
H -4.150 -1.174 4.523 0.000
H -5.305 -0.677 1.101 0.000
H -5.657 -1.464 2.694 0.000
H -2.715 -3.021 0.151 0.000
H -3.718 -1.639 -0.364 0.000
H -0.761 -1.055 3.201 0.000
H -0.834 -2.648 2.398 0.001
H -3.513 0.895 0.930 0.000
H -2.378 1.127 2.290 0.001
```

For the electronic energy, the calculation gives -98097.3623 eV. The total charge is -1. Its multiplicity is 4. As for the LUMO energy (spin up / spin down): 2.2 / 2.2 eV. Its max |F| is 0.082 Eh/bohr.